No. 1
Below is 6 unconnected molecules or ions with the total composition C14H29NO10 in a non-equilibrium geometry, with properties calculated with the ωB97M-V functional and the def2-TZVPD basis.

Atoms and positions in Å:
1 O 0.226 1.924 -10.961
2 H -0.129 2.817 -10.679
3 H -0.496 1.209 -11.056
4 H 0.675 2.052 -11.834
5 C -1.627 6.007 -11.118
6 C -1.725 4.601 -10.890
7 C -2.513 4.047 -9.696
8 O -2.309 2.873 -9.370
9 C -3.282 5.022 -8.963
10 C -3.146 6.407 -9.128
11 C -2.220 6.906 -10.239
12 O -2.052 8.148 -10.401
13 O -3.739 7.190 -8.349
14 O -1.171 3.773 -11.678
15 H -0.951 6.319 -11.901
16 H -3.886 4.651 -8.145
17 C -2.531 -1.736 -12.771
18 C -1.457 -0.873 -12.126
19 O -1.911 0.166 -11.330
20 H -3.164 -1.141 -13.432
21 H -3.208 -2.227 -12.065
22 H -1.983 -2.534 -13.288
23 H -0.827 -0.551 -12.985
24 H -0.719 -1.529 -11.619
25 O -3.122 2.320 -13.106
26 H -2.810 1.488 -12.696
27 H -2.532 2.984 -12.722
28 O 1.615 2.413 -13.174
29 H 2.399 2.237 -13.698
30 H 1.456 3.371 -13.279
31 C 0.077 4.695 -14.604
32 O 1.510 4.726 -14.637
33 C 2.125 5.913 -15.056
34 C 3.290 5.637 -16.004
35 N 3.024 4.874 -17.233
36 C 4.290 4.580 -17.909
37 C 3.860 3.648 -19.025
38 O 3.221 2.491 -18.492
39 C 3.267 1.445 -19.463
40 H -0.317 5.409 -13.878
41 H -0.268 3.707 -14.319
42 H -0.397 5.055 -15.523
43 H 2.509 6.433 -14.171
44 H 1.538 6.732 -15.488
45 H 3.998 5.078 -15.370
46 H 3.886 6.506 -16.294
47 H 2.449 4.067 -17.042
48 H 5.031 4.006 -17.336
49 H 4.683 5.528 -18.275
50 H 4.757 3.354 -19.590
51 H 3.216 4.128 -19.767
52 H 4.312 1.197 -19.677
53 H 2.770 1.695 -20.400
54 H 2.891 0.542 -18.986

Properties
* LUMO: 3.45 eV
* total charge: -2
* frontier orbital gap: 3.94 eV

natural (NBO) population analysis, charges in e, atoms 1 to 5:
1. O -0.8542
2. H 0.5664
3. H 0.5720
4. H 0.5354
5. C -0.5301

---

No. 2
Below is a molecular structure, C14H2BF5N4O10S2W in a non-equilibrium geometry, with properties calculated with the ωB97M-V functional and the def2-TZVPD basis.

Atoms and positions in Å:
1 W 0.157 0.679 0.923
2 S -0.813 1.897 2.979
3 C -2.316 2.058 2.140
4 S -2.343 1.081 0.702
5 C -3.356 2.816 2.557
6 C -4.555 2.909 1.775
7 N -5.511 2.973 1.140
8 C -3.272 3.562 3.779
9 N -3.192 4.160 4.758
10 O 3.472 0.067 -1.416
11 C 2.325 -0.061 -1.122
12 O 1.787 0.652 -0.097
13 C 1.388 -0.972 -1.827
14 C 1.754 -1.432 -3.082
15 C 0.891 -2.251 -3.770
16 C -0.330 -2.625 -3.250
17 C -0.692 -2.161 -2.004
18 C 0.168 -1.341 -1.264
19 O -0.158 -0.939 -0.029
20 N -2.035 -2.559 -1.514
21 O -2.599 -3.433 -2.133
22 O -2.496 -1.977 -0.554
23 N 1.268 -2.733 -5.116
24 O 2.338 -2.367 -5.553
25 O 0.481 -3.458 -5.685
26 H 2.704 -1.141 -3.509
27 H -0.998 -3.268 -3.804
28 F 3.589 -0.692 3.901
29 C 3.354 0.561 3.532
30 F 4.429 1.048 2.919
31 F 3.098 1.296 4.615
32 C 2.141 0.630 2.593
33 O 1.491 -0.414 2.293
34 O 1.751 1.728 2.150
35 F -0.494 3.624 -0.551
36 B -0.284 2.367 -0.374
37 F -0.390 1.451 -1.391
38 O -1.684 -1.178 2.997
39 C -1.068 -0.553 2.295

Properties
* LUMO: -3.24 eV
* frontier orbital gap: 6.32 eV

natural (NBO) population analysis, charges in e, atoms 1 to 5:
1. W 1.3985
2. S 0.1526
3. C -0.2472
4. S 0.1752
5. C -0.3600

---

No. 3
Below is a molecular structure, C14H30CeCl2N3OP in a non-equilibrium geometry, with properties calculated with the ωB97M-V functional and the def2-TZVPD basis.

Atoms and positions in Å:
1 Ce -1.173 0.178 2.067
2 Cl -2.241 1.738 0.296
3 Cl 0.540 -1.324 0.809
4 H -2.399 -1.043 1.811
5 H 0.002 1.477 2.300
6 P 0.006 0.080 -2.792
7 C 0.300 1.848 -3.144
8 C 1.267 -1.083 -3.472
9 C -1.782 -0.245 -3.004
10 C 1.146 2.406 -1.982
11 H -0.704 2.306 -3.092
12 C 0.905 2.134 -4.516
13 H 1.882 1.646 -4.645
14 H 1.060 3.218 -4.624
15 H 0.255 1.806 -5.335
16 H 0.660 2.227 -1.014
17 H 1.278 3.482 -2.107
18 H 2.143 1.941 -1.974
19 H -2.262 0.619 -2.507
20 C -2.192 -1.498 -2.204
21 C -2.191 -0.271 -4.474
22 H -2.174 0.737 -4.909
23 H -3.215 -0.658 -4.570
24 H -1.530 -0.903 -5.080
25 H -1.496 -1.699 -1.374
26 H -2.250 -2.379 -2.853
27 H -3.181 -1.334 -1.751
28 C 2.663 -0.802 -2.870
29 H 1.271 -0.856 -4.554
30 C 0.897 -2.559 -3.247
31 H 3.041 0.193 -3.126
32 H 3.380 -1.539 -3.255
33 H 2.654 -0.906 -1.775
34 H 0.777 -2.778 -2.179
35 H 1.706 -3.194 -3.618
36 H -0.020 -2.840 -3.771
37 C -2.065 -0.781 6.931
38 N -0.852 -0.309 6.259
39 C 0.311 -0.071 6.945
40 C 1.421 0.345 6.263
41 C 1.352 0.464 4.865
42 N 0.189 0.235 4.213
43 C -0.912 -0.084 4.924
44 O -2.020 -0.181 4.279
45 N 2.405 0.791 4.103
46 H -2.896 -0.089 6.759
47 H -1.826 -0.825 7.995
48 H -2.345 -1.776 6.573
49 H 0.241 -0.239 8.020
50 H 2.357 0.544 6.773
51 H 3.296 1.000 4.537
52 H 2.319 0.851 3.091

Properties
* LUMO (alpha / beta): 2.84 / 2.83 eV
* multiplicity: 2
* total charge: -1
* frontier orbital gap (alpha / beta): 4.59 / 6.70 eV

Mulliken population analysis, charges in e, atoms 1 to 5:
1. Ce 0.7518
2. Cl -0.5458
3. Cl -0.5022
4. H -0.1443
5. H -0.1057

---

No. 4
Below is 2 unconnected molecules or ions with the total composition C14H30ClFN3O2S in a non-equilibrium geometry, with properties calculated with the ωB97M-V functional and the def2-TZVPD basis.

Atoms and positions in Å:
1 C -0.236 3.126 3.770
2 C -1.175 1.867 3.989
3 C -2.135 1.576 2.735
4 N -1.583 0.477 1.871
5 N -2.503 0.197 0.809
6 C -2.683 -1.260 0.518
7 C -2.094 -1.834 -0.828
8 C -0.521 -2.042 -0.896
9 C 0.215 -2.223 0.488
10 S -0.182 -3.759 1.418
11 O -0.657 -3.311 2.774
12 O 1.044 -4.598 1.640
13 Cl -1.573 -4.969 0.490
14 C -2.153 1.092 -0.346
15 C -0.598 1.341 -0.553
16 C -0.311 1.695 -2.072
17 F -0.278 2.530 0.189
18 H 0.020 3.541 4.794
19 H 0.733 2.783 3.317
20 H -0.735 3.964 3.208
21 H -1.864 2.122 4.854
22 H -0.638 0.923 4.280
23 H -3.137 1.277 3.199
24 H -2.327 2.525 2.165
25 H -1.512 -0.320 2.512
26 H -3.415 0.546 1.169
27 H -2.328 -1.945 1.355
28 H -3.804 -1.446 0.475
29 H -2.557 -2.864 -0.952
30 H -2.399 -1.281 -1.766
31 H -0.342 -2.994 -1.490
32 H -0.055 -1.213 -1.496
33 H 0.082 -1.324 1.148
34 H 1.327 -2.277 0.259
35 H -2.692 0.833 -1.307
36 H -2.567 2.117 -0.077
37 H 0.059 0.542 -0.130
38 H -1.296 1.834 -2.618
39 H 0.193 2.711 -2.122
40 H 0.366 0.967 -2.595
41 C 4.232 0.875 -1.894
42 C 4.252 -0.581 -2.349
43 C 3.904 -0.748 -3.830
44 C 2.528 -0.229 -4.094
45 N 1.460 0.175 -4.300
46 H 3.237 1.316 -1.995
47 H 4.514 0.948 -0.842
48 H 4.935 1.477 -2.477
49 H 3.548 -1.154 -1.737
50 H 5.246 -0.997 -2.168
51 H 3.944 -1.803 -4.110
52 H 4.615 -0.205 -4.456

Properties
* LUMO: -3.56 eV
* total charge: +1
* frontier orbital gap: 10.17 eV

natural (NBO) population analysis, charges in e, atoms 1 to 5:
1. C -0.6217
2. C -0.4047
3. C -0.2661
4. N -0.4503
5. N -0.2235

---

No. 5
Below is a molecular structure, C14H30F6N5O2PReSSb in a non-equilibrium geometry, with properties calculated with the ωB97M-V functional and the def2-TZVPD basis.

Atoms and positions in Å:
1 Re 0.801 -0.572 0.614
2 C 3.230 -3.257 2.384
3 S 3.703 -1.545 2.187
4 C 3.930 -1.033 3.877
5 O 2.324 -0.799 1.796
6 H 3.968 -3.694 3.062
7 H 3.285 -3.754 1.417
8 H 2.236 -3.319 2.826
9 H 4.831 -1.552 4.218
10 H 3.069 -1.311 4.483
11 H 4.116 0.040 3.886
12 C -4.031 -1.104 -2.068
13 N -3.694 0.265 -1.686
14 C -4.462 0.593 -0.491
15 N -4.156 -0.373 0.578
16 C -4.560 -1.740 0.243
17 N -3.720 -1.981 -0.924
18 C -2.323 -2.228 -0.703
19 P -1.585 -0.577 -0.184
20 C -2.275 0.499 -1.562
21 C -2.843 -0.230 1.156
22 H -3.457 -1.431 -2.934
23 H -5.096 -1.175 -2.288
24 H -5.527 0.540 -0.719
25 H -4.227 1.598 -0.143
26 H -5.613 -1.777 -0.027
27 H -4.343 -2.440 1.048
28 H -1.846 -2.547 -1.634
29 H -2.150 -2.983 0.067
30 H -1.762 0.246 -2.492
31 H -2.079 1.549 -1.332
32 H -2.713 0.793 1.516
33 H -2.702 -0.917 1.992
34 C 0.616 3.168 1.887
35 N 1.165 3.350 0.539
36 C 1.426 4.767 0.155
37 C 1.544 4.902 -1.346
38 C 2.524 3.884 -1.887
39 N 2.155 2.518 -1.418
40 C 2.549 1.421 -2.311
41 C 1.517 2.388 -0.281
42 O 1.205 1.100 0.105
43 H -0.424 3.494 1.906
44 H 1.187 3.795 2.569
45 H 0.697 2.138 2.221
46 H 2.334 5.085 0.672
47 H 0.592 5.349 0.546
48 H 1.897 5.904 -1.587
49 H 0.569 4.782 -1.823
50 H 3.549 4.080 -1.565
51 H 2.510 3.851 -2.975
52 H 1.909 1.418 -3.193
53 H 2.510 0.459 -1.809
54 H 3.577 1.602 -2.622
55 F 0.419 -2.308 0.899
56 Sb 0.637 -5.266 -1.152
57 F 0.011 -3.518 -1.563
58 F -0.386 -5.122 0.418
59 F -0.529 -6.477 -1.891
60 F 2.140 -5.359 -0.044
61 F 1.766 -5.189 -2.614

Properties
* LUMO (alpha / beta): -14.77 / -14.77 eV
* multiplicity: 3
* total charge: +4
* frontier orbital gap (alpha / beta): 6.21 / 5.78 eV

natural (NBO) population analysis, charges in e, atoms 1 to 5:
1. Re 1.6555
2. C -0.8068
3. S 1.2708
4. C -0.7956
5. O -0.9112

---

No. 6
Below is 2 unconnected molecules or ions with the total composition C14H30N2O2 in a non-equilibrium geometry, with properties calculated with the ωB97M-V functional and the def2-TZVPD basis.

Atoms and positions in Å:
1 C 8.021 -1.566 -0.750
2 C 7.055 -0.874 -0.192
3 N 5.799 -0.361 0.347
4 O 5.420 0.808 -0.273
5 C 4.788 0.575 -1.550
6 C 3.166 0.442 -1.448
7 C 2.468 1.856 -1.135
8 C 2.710 -0.634 -0.347
9 C 1.189 -1.132 -0.466
10 C 0.770 -1.649 1.035
11 C 1.125 -2.478 -1.395
12 H 8.914 -2.055 -1.264
13 H 5.225 -0.287 -2.160
14 H 4.961 1.537 -2.181
15 H 2.763 0.104 -2.485
16 H 1.396 1.628 -0.746
17 H 2.340 2.545 -2.039
18 H 2.999 2.371 -0.244
19 H 2.929 -0.158 0.688
20 H 3.424 -1.540 -0.443
21 H 0.447 -0.332 -0.828
22 H 1.628 -1.455 1.791
23 H 0.624 -2.799 1.052
24 H -0.160 -1.114 1.444
25 H 2.105 -3.066 -1.369
26 H 0.938 -2.188 -2.492
27 H 0.257 -3.151 -1.030
28 C -3.816 -0.846 1.037
29 N -4.320 0.559 1.333
30 C -4.640 0.640 2.813
31 C -5.580 0.815 0.544
32 C -3.239 1.611 1.029
33 C -2.815 1.700 -0.437
34 O -2.267 0.469 -0.881
35 H -4.498 -1.557 1.509
36 H -3.828 -1.015 -0.038
37 H -2.814 -0.953 1.453
38 H -5.411 -0.097 3.043
39 H -5.003 1.646 3.032
40 H -3.730 0.428 3.375
41 H -5.368 0.690 -0.518
42 H -5.916 1.833 0.752
43 H -6.335 0.092 0.857
44 H -2.379 1.352 1.653
45 H -3.639 2.576 1.355
46 H -2.046 2.472 -0.537
47 H -3.652 1.975 -1.085
48 H -2.007 0.582 -1.810

Properties
* LUMO: -1.29 eV
* frontier orbital gap: 2.29 eV

natural (NBO) population analysis, charges in e, atoms 1 to 5:
1. C -0.6090
2. C 0.1379
3. N -0.5006
4. O -0.4428
5. C -0.0697

---

No. 7
Below is a molecular structure, C14H30NO6SSiW in a non-equilibrium geometry, with properties calculated with the ωB97M-V functional and the def2-TZVPD basis.

Atoms and positions in Å:
1 W 0.199 -0.725 -0.407
2 O -2.161 -0.367 -0.769
3 C -2.397 0.942 -1.347
4 C -1.659 1.012 -2.670
5 N -0.250 0.544 -2.476
6 C 0.082 -0.477 -3.511
7 C -0.580 -1.768 -3.051
8 O -1.278 -2.505 -3.634
9 O -0.266 -1.903 -1.705
10 C 0.741 1.643 -2.510
11 C 1.947 1.293 -1.636
12 O 2.866 1.995 -1.440
13 O 1.775 0.067 -1.029
14 H -2.888 -0.957 -1.007
15 H -2.001 1.653 -0.628
16 H -3.463 1.122 -1.473
17 H -1.691 2.029 -3.061
18 H -2.148 0.369 -3.401
19 H 1.162 -0.641 -3.542
20 H -0.256 -0.190 -4.506
21 H 0.308 2.557 -2.104
22 H 1.076 1.869 -3.524
23 C 1.026 -4.138 2.432
24 Si 0.207 -3.252 1.018
25 C 1.878 -2.415 0.097
26 C -0.871 -4.330 -0.065
27 C -0.588 -1.535 1.374
28 H 1.610 -4.980 2.052
29 H 0.278 -4.549 3.114
30 H 1.690 -3.504 3.022
31 H 2.540 -3.242 0.386
32 H 2.354 -1.561 0.606
33 H 2.031 -2.381 -0.985
34 H -0.496 -5.356 -0.046
35 H -0.961 -4.046 -1.108
36 H -1.878 -4.375 0.362
37 H -0.182 -1.193 2.332
38 H -1.667 -1.630 1.521
39 C 2.501 2.611 3.017
40 C 1.085 2.145 2.697
41 S 0.707 2.473 0.946
42 O 0.002 1.103 0.461
43 C -0.693 3.625 1.022
44 C -1.852 3.245 1.928
45 H 2.705 2.388 4.064
46 H 2.613 3.688 2.889
47 H 3.253 2.109 2.409
48 H 0.348 2.648 3.319
49 H 0.968 1.067 2.806
50 H -1.009 3.744 -0.017
51 H -0.221 4.566 1.325
52 H -2.188 2.220 1.766
53 H -2.684 3.913 1.707
54 H -1.620 3.378 2.982

Properties
* LUMO: -12.32 eV
* total charge: +3
* frontier orbital gap: 7.61 eV

natural (NBO) population analysis, charges in e, atoms 1 to 5:
1. W 2.2971
2. O -0.7013
3. C -0.0902
4. C -0.2683
5. N -0.3909

---

No. 8
Below is a molecular structure, C14H31BCl3Cs2F2ILiNO10P in a non-equilibrium geometry, with properties calculated with the ωB97M-V functional and the def2-TZVPD basis.

Atoms and positions in Å:
1 C 4.679 -0.973 -2.003
2 C 3.612 0.065 -1.286
3 C 2.563 -0.653 -0.252
4 I 2.185 0.753 1.438
5 C 1.144 -1.132 -0.920
6 C 0.461 -0.149 -2.057
7 C -1.136 0.209 -1.972
8 C -1.497 1.789 -2.309
9 C -2.822 2.210 -1.390
10 O -1.855 1.837 -3.738
11 C 1.074 -0.921 -3.367
12 N 1.415 -2.247 -3.072
13 C 1.075 -2.621 -1.621
14 B -0.416 -3.334 -1.837
15 O -0.626 -4.064 -3.125
16 O -1.531 -3.278 -0.872
17 P 2.049 -4.027 -0.770
18 O 1.345 -4.129 0.852
19 Cl 1.617 -5.935 -1.635
20 H 4.130 -1.502 -2.901
21 H 4.974 -1.762 -1.172
22 H 5.629 -0.415 -2.434
23 H 4.284 0.835 -0.671
24 H 3.120 0.687 -2.147
25 H 3.159 -1.555 0.253
26 H 0.418 -1.132 0.019
27 H 0.949 0.939 -2.119
28 H -1.815 -0.494 -2.625
29 H -1.458 0.012 -0.839
30 H -0.594 2.506 -2.078
31 H -3.584 2.859 -2.032
32 H -2.501 2.792 -0.422
33 H -3.395 1.239 -1.038
34 H -2.808 1.491 -3.821
35 H 1.320 -0.572 -4.456
36 H 1.858 -2.937 -3.749
37 H -1.184 -3.447 -3.703
38 H -2.395 -3.341 -1.394
39 H 0.649 -3.419 0.980
40 O -3.285 4.586 0.069
41 H -3.705 5.026 -0.686
42 H -2.561 5.182 0.314
43 C 0.723 -5.904 4.113
44 O 0.009 -6.718 3.480
45 O 1.695 -5.433 3.345
46 O 0.661 -5.491 5.293
47 H 1.388 -5.973 2.588
48 C -6.566 4.657 -0.122
49 Cl -5.925 4.637 -1.769
50 Cl -7.726 3.346 0.125
51 H -5.740 4.538 0.583
52 H -7.066 5.612 0.054
53 Li -1.926 -0.052 0.703
54 F -1.026 -7.513 1.965
55 F 1.374 -6.129 1.131
56 Cs -0.126 -3.260 5.337
57 C 4.300 4.109 4.478
58 C 3.200 3.040 4.606
59 O 2.282 3.320 3.696
60 H 3.913 5.119 4.664
61 H 5.089 3.920 5.215
62 H 4.770 4.097 3.486
63 H 2.908 3.053 5.668
64 H 3.727 2.075 4.540
65 Cs -5.226 6.929 -1.306
66 O -4.862 3.183 2.581
67 H -4.390 3.863 2.136

Properties
* LUMO: -0.95 eV
* total charge: -1
* frontier orbital gap: 1.25 eV

Mulliken population analysis, charges in e, atoms 1 to 5:
1. C -0.8344
2. C -0.2392
3. C -0.5007
4. I 0.0303
5. C -0.0766